{"formula": "CH4ClNOP2", "method": "ωB97M-V/def2-TZVPD", "species": ["H", "Cl", "P", "H", "C", "H", "N", "O", "H", "P"], "positions_angstrom": [[1.768, 0.667, 0.141], [-0.771, -2.264, 0.277], [0.076, -0.774, -0.806], [-0.654, 1.865, -0.642], [1.665, -0.415, 0.120], [2.541, -0.847, -0.321], [-2.387, 0.511, 0.218], [-3.164, 1.248, -0.289], [1.665, -0.941, 0.982], [-0.739, 0.950, 0.320]], "homo_ev": [-8.7, -8.7], "energy_ev": -35736.564, "spin_multiplicity": 1, "smiles": "CP(Cl)#[PH]N=O", "total_charge": 0, "relative_energy_kcal_mol": 5.1, "orbital_gap_ev": [8.20, 8.20]}